C39H48AsFeN7PSi2 as an isolated structure at a distorted geometry. Source: OMol25; level of theory: ωB97M-V/def2-TZVPD.

The geometry in XYZ format:
```
99
Properties=species:S:1:pos:R:3
Fe -1.4507 -1.3553 1.4419
C -3.7504 0.1804 2.4594
N -2.9027 0.3444 1.2509
C -2.1159 1.5998 1.1746
C -0.6949 1.3592 1.6044
N -0.1174 0.1869 1.7563
C 1.2183 0.4322 2.1030
C 2.3387 -0.4139 2.2872
C 3.5541 0.2080 2.5097
C 3.7383 1.5991 2.5017
C 2.6680 2.4116 2.3049
C 1.4308 1.8224 2.1098
N 0.1969 2.3497 1.7590
C -2.8952 -0.3120 3.6093
N -2.0238 -1.3044 3.5351
C -1.4679 -1.4085 4.8156
C -0.5116 -2.2875 5.3756
C -0.2739 -2.1456 6.7371
C -0.9717 -1.1929 7.5585
C -1.8429 -0.3016 7.0061
C -2.0850 -0.4373 5.6485
N -2.9588 0.2228 4.8477
H -4.4726 -0.5831 2.1958
H -4.2941 1.0822 2.6717
H -3.4508 0.1644 0.4111
H -2.5368 2.3480 1.8410
H -2.0608 1.9048 0.1454
H 2.1950 -1.4906 2.1772
H 4.3841 -0.4538 2.6601
H 4.6777 2.0700 2.7631
H 2.8152 3.4830 2.3189
H 0.0133 3.3443 1.6248
H 0.0148 -2.9895 4.7752
H 0.4685 -2.7836 7.1713
H -0.6561 -1.1134 8.5838
H -2.3578 0.4915 7.5386
H -3.5835 1.0002 5.0642
N -2.4401 -2.9945 -1.1158
P -1.5579 -1.5329 -1.2473
C -2.7695 -0.5148 -2.0637
C -2.3894 0.6886 -2.6865
C -3.3722 1.5363 -3.1764
C -4.6960 1.1915 -3.0277
C -5.1084 0.0026 -2.4286
C -4.1431 -0.8399 -1.9288
C -0.2684 -1.8132 -2.5026
C 0.8768 -2.5270 -2.0835
C 1.8819 -2.8334 -2.9898
C 1.8212 -2.3175 -4.3006
C 0.7424 -1.5214 -4.6950
C -0.3296 -1.3606 -3.8446
C -2.1996 -3.9091 -0.1207
C -2.5049 -5.2740 -0.3664
C -2.2483 -6.1914 0.6300
C -1.8173 -5.6819 1.8656
C -1.6354 -4.3434 2.0463
N -1.8311 -3.4175 1.0753
H -2.8314 -3.4054 -1.9467
H -1.3467 0.9192 -2.8095
H -3.1382 2.5387 -3.5735
H -5.4186 1.8807 -3.4061
H -6.1257 -0.2075 -2.3201
H -4.4457 -1.7581 -1.4200
H 0.9620 -2.8453 -1.0350
H 2.7748 -3.3354 -2.7127
H 2.6455 -2.5781 -4.9192
H 0.6688 -1.1594 -5.7064
H -1.2231 -0.8317 -4.1984
H -2.8600 -5.5427 -1.3515
H -2.3581 -7.2448 0.3732
H -1.6005 -6.3074 2.6870
H -1.3633 -4.0025 3.0343
C 4.0916 0.7350 -4.2257
Si 3.9512 0.9570 -2.3805
C 4.2748 -0.6203 -1.4690
C 5.0631 2.2930 -1.7634
As 1.6424 1.4875 -1.9849
Si 1.5520 3.8960 -2.2453
C 2.4155 4.5265 -0.7218
C -0.2347 4.2142 -2.2995
C 2.2559 4.5420 -3.8214
H 5.1556 0.7670 -4.4650
H 3.6089 1.4867 -4.8463
H 3.7159 -0.2482 -4.5319
H 5.0360 -1.2159 -1.9809
H 3.3358 -1.1643 -1.3675
H 4.6076 -0.3528 -0.4850
H 6.0739 2.0424 -2.1437
H 5.1846 2.2941 -0.6432
H 4.7369 3.2624 -2.1622
H 1.8042 4.2197 0.1338
H 2.5555 5.6044 -0.6880
H 3.3439 3.9943 -0.6819
H -0.7229 3.6080 -1.5105
H -0.6431 3.9426 -3.2728
H -0.5234 5.2486 -2.0793
H 3.3394 4.3553 -3.9320
H 2.0575 5.6178 -3.9019
H 1.7329 4.0080 -4.6038
```

Properties
* E_HOMO (alpha / beta): -12.017 / -12.162 eV
* spin multiplicity: 6
* frontier orbital gap (alpha / beta): 7.478 / 7.030 eV
* net charge: +2
* lowest unoccupied orbital energy (alpha / beta): -4.5 / -5.1 eV